*a*
Formula: C7H13O
Source: OMol25
Level of theory: the ωB97M-V functional and the def2-TZVPD basis

Properties
HOMO energy = -2.277 eV
Net charge = -1
LUMO energy = 0.123 Eh

The geometry in XYZ format:
```
21
C7H13O (the ωB97M-V functional and the def2-TZVPD basis)
C 2.303 -0.377 -0.579
O 3.076 0.008 0.431
C 0.869 -0.854 -0.243
C 0.041 0.300 0.245
C -1.279 0.456 0.199
C -2.157 -0.576 -0.365
C -3.078 -1.124 0.550
C -1.907 1.837 0.397
H 2.712 -1.211 -1.206
H 2.160 0.452 -1.336
H 0.909 -1.671 0.484
H 0.329 -1.255 -1.117
H 5.371 -0.248 -0.835
H 0.631 1.117 0.662
H 6.070 -0.215 -0.563
H -2.911 -0.861 1.610
H -3.439 -0.206 -0.155
H -3.543 -2.097 0.461
H -1.959 2.331 -0.574
H -2.917 1.832 0.820
H -1.282 2.360 1.114
```

These are the Mulliken partial charges, in e, on atoms 1 to 6:
1 C -0.672
2 O -0.828
3 C -0.315
4 C -0.536
5 C 0.684
6 C -0.489

***

*b*
Formula: C7H13O
Source: OMol25
Level of theory: the ωB97M-V functional and the def2-TZVPD basis

Properties
HOMO energy = -2.759 eV
Net charge = -1
LUMO energy = 0.075 Eh

The geometry in XYZ format:
```
21
C7H13O (the ωB97M-V functional and the def2-TZVPD basis)
C -2.378 0.071 -0.908
O -3.501 0.595 -0.345
C -1.342 -0.399 0.089
C -0.134 -0.996 -0.450
C 1.164 -0.522 -0.330
C 2.291 -0.999 -1.112
C 1.484 0.572 0.611
C 2.701 1.416 0.481
H -1.802 0.949 -1.369
H -2.492 -0.540 -1.853
H -1.925 -1.123 0.715
H -1.150 0.421 0.798
H -3.602 -0.600 2.426
H -0.198 -1.936 -1.059
H 3.226 -0.473 -1.182
H 2.013 -1.932 -1.618
H 0.626 0.983 1.139
H -3.866 0.118 2.566
H 2.952 0.330 0.391
H 3.046 2.039 -0.379
H 2.886 2.026 1.391
```

These are the Mulliken partial charges, in e, on atoms 1 to 6:
1 C -0.655
2 O -0.813
3 C -0.012
4 C -0.140
5 C 0.735
6 C -1.332

***

Most favorable first, least favorable last: *a*, *b*

***

*a*
Formula: C2H3NO2
Source: OMol25
Level of theory: the ωB97M-V functional and the def2-TZVPD basis

Properties
Structure (SMILES) = O=CNC=O
HOMO energy = -10.361 eV
Net charge = 0
LUMO energy = 0.016 Eh

The geometry in XYZ format:
```
8
C2H3NO2 (the ωB97M-V functional and the def2-TZVPD basis)
O 1.778 -0.719 -0.090
C 1.303 0.399 0.019
N -0.030 0.710 0.100
C -0.945 -0.323 0.112
O -2.170 -0.167 -0.116
H 1.970 1.289 -0.061
H -0.341 1.694 -0.204
H -0.425 -1.326 0.431
```

These are the Mulliken partial charges, in e, on atoms 1 to 6:
1 O -0.496
2 C 0.096
3 N -0.116
4 C 0.133
5 O -0.532
6 H 0.340

***

*b*
Formula: C2H3NO2
Source: OMol25
Level of theory: the ωB97M-V functional and the def2-TZVPD basis

Properties
HOMO energy (alpha / beta) = -8.758 / -8.771 eV
Net charge = 0
LUMO energy (alpha / beta) = -0.058 / -0.058 Eh

The geometry in XYZ format:
```
8
C2H3NO2 (the ωB97M-V functional and the def2-TZVPD basis)
C -0.800 1.058 -0.107
C 0.069 -1.241 -0.807
N -0.473 -0.131 -0.187
O 2.031 -0.465 0.403
O -0.920 -1.323 0.203
H -1.388 1.401 0.781
H -0.257 1.929 -0.749
H 1.738 -1.229 0.463
```

These are the Mulliken partial charges, in e, on atoms 1 to 6:
1 C -0.235
2 C -0.026
3 N 0.353
4 O -0.655
5 O -0.180
6 H 0.256

***

*c*
Formula: C2H3NO2
Source: OMol25
Level of theory: the ωB97M-V functional and the def2-TZVPD basis

Properties
Structure (SMILES) = O=C1N[C@H]1O
HOMO energy = -9.485 eV
Net charge = 0
LUMO energy = 0.018 Eh

The geometry in XYZ format:
```
8
C2H3NO2 (the ωB97M-V functional and the def2-TZVPD basis)
O 2.040 -0.974 0.201
C 1.059 -0.358 0.325
N 0.581 1.017 -0.238
C -0.310 0.020 0.294
O -1.293 -0.563 -0.500
H 0.738 0.840 -1.158
H -0.714 0.225 1.313
H -2.100 -0.208 -0.237
```

These are the Mulliken partial charges, in e, on atoms 1 to 6:
1 O -0.394
2 C 0.195
3 N -0.560
4 C 0.397
5 O -0.464
6 H 0.257

***

Most favorable first, least favorable last: *a*, *c*, *b*

***

*a*
Formula: C2H3NO2
Source: OMol25
Level of theory: the ωB97M-V functional and the def2-TZVPD basis

Properties
HOMO energy (alpha / beta) = -8.447 / -8.733 eV
Net charge = 0
LUMO energy (alpha / beta) = -0.012 / -0.010 Eh

The geometry in XYZ format:
```
8
C2H3NO2 (the ωB97M-V functional and the def2-TZVPD basis)
C -0.718 0.521 0.956
C -0.010 -0.023 -0.175
N -1.386 0.970 1.762
O 0.077 0.711 -1.327
O 0.167 -1.301 -0.314
H 1.641 0.709 0.642
H 0.610 0.155 -2.031
H -0.381 -1.740 0.488
```

These are the Mulliken partial charges, in e, on atoms 1 to 6:
1 C 0.256
2 C 0.107
3 N -0.307
4 O -0.417
5 O -0.390
6 H 0.041

***

*b*
Formula: C2H3NO2
Source: OMol25
Level of theory: the ωB97M-V functional and the def2-TZVPD basis

Properties
Structure (SMILES) = O=C1N[C@H]1O
HOMO energy = -10.252 eV
Net charge = 0
LUMO energy = 0.029 Eh

The geometry in XYZ format:
```
8
C2H3NO2 (the ωB97M-V functional and the def2-TZVPD basis)
O 2.792 0.488 0.276
C 1.743 0.080 -0.111
N 0.763 -0.868 0.115
C 0.403 0.438 -0.498
O -0.186 1.563 0.255
H 0.621 -1.088 1.103
H -0.235 0.326 -1.423
H 0.696 1.959 0.556
```

These are the Mulliken partial charges, in e, on atoms 1 to 6:
1 O -0.487
2 C 0.493
3 N -0.413
4 C -0.004
5 O -0.487
6 H 0.271

***

Most favorable first, least favorable last: *b*, *a*

***

*a*
Formula: C2H3NO2
Source: OMol25
Level of theory: the ωB97M-V functional and the def2-TZVPD basis

Properties
HOMO energy (alpha / beta) = -8.774 / -10.379 eV
Net charge = 0
LUMO energy (alpha / beta) = -0.039 / -0.033 Eh

The geometry in XYZ format:
```
8
C2H3NO2 (the ωB97M-V functional and the def2-TZVPD basis)
C 1.462 -0.309 -0.015
C 0.260 0.537 -0.104
N -2.142 0.249 -0.058
O 2.572 0.095 -0.109
O -0.783 -0.225 -0.116
H 1.110 -1.303 0.270
H 0.095 1.590 -0.164
H -2.575 -0.635 0.296
```

These are the Mulliken partial charges, in e, on atoms 1 to 6:
1 C -0.023
2 C -0.025
3 N -0.406
4 O -0.443
5 O -0.108
6 H 0.297

***

*b*
Formula: C2H3NO2
Source: OMol25
Level of theory: the ωB97M-V functional and the def2-TZVPD basis

Properties
HOMO energy (alpha / beta) = -8.930 / -8.958 eV
Net charge = 0
LUMO energy (alpha / beta) = -0.024 / -0.024 Eh

The geometry in XYZ format:
```
8
C2H3NO2 (the ωB97M-V functional and the def2-TZVPD basis)
C -0.584 -0.987 0.516
C -0.506 0.381 0.069
N 1.878 0.265 -0.199
O 0.828 0.958 0.120
O 1.729 -0.940 -0.258
H -1.393 -1.374 -0.044
H -0.896 0.624 -0.842
H -1.056 1.074 0.637
```

These are the Mulliken partial charges, in e, on atoms 1 to 6:
1 C -0.260
2 C -0.450
3 N 0.356
4 O -0.174
5 O -0.361
6 H 0.160

***

Most favorable first, least favorable last: *a*, *b*